(1)
Entry from the OMol25 dataset: C6H7LiO6 as an isolated structure in a non-equilibrium geometry (wB97M-V/def2-TZVPD).

Properties
Maximum force = 7.121 eV/A
LUMO energy = -0.34 eV
Orbital gap = 6.98 eV
Energy above the lowest of the compared OMol25 structures with the same formula, charge and spin = 4.581 eV
E_HOMO = -7.322 eV

```
! RIJCOSX wB97M-V def2-TZVPD def2/J DEFGRID3
* xyz 0 1
O 0.75845 -1.07067 -1.74160
C 1.41403 -0.61523 -0.69915
C -0.29657 -1.98491 -1.35710
O 1.90802 1.06605 0.38749
O 1.31083 -1.52167 0.24053
C 0.12281 -2.33376 0.06894
H -0.26472 -2.83531 -2.04365
H -1.25850 -1.46748 -1.43057
H 0.41370 -3.37871 0.20299
H -0.61260 -2.03009 0.82101
Li 2.08036 1.52628 -1.32206
C 0.53983 2.06520 0.64792
O -1.44708 0.77770 0.69125
C -1.62668 1.76364 -0.19415
C -0.28934 1.08418 1.48849
O -0.63982 2.62787 -0.14450
O -2.56802 1.78751 -0.95352
H 0.76282 2.93462 1.29779
H 0.25303 0.13212 1.56391
H -0.56057 1.47266 2.47597
*
```

(2)
Entry from the OMol25 dataset: an isolated ion of composition C2F3O2S and charge -1 in a non-equilibrium geometry (wB97M-V/def2-TZVPD).

Properties
Maximum force = 4.087 eV/A
LUMO energy (alpha / beta) = 2.23 / 2.23 eV
Orbital gap (alpha / beta) = 5.46 / 5.46 eV
Energy above the lowest of the compared OMol25 structures with the same formula, charge and spin = 4.222 eV
E_HOMO (alpha / beta) = -3.231 / -3.231 eV

```
! RIJCOSX wB97M-V def2-TZVPD def2/J DEFGRID3
* xyz -1 1
C -1.24056 -0.47192 0.16990
C 1.58746 -1.00135 0.00973
O 0.83058 1.14337 1.29769
O 0.44085 1.15125 -1.19576
F -2.11285 0.53995 0.53180
F -1.43426 -0.65291 -1.15229
F 1.39436 -1.55158 1.21832
S 0.44647 0.39930 0.08545
*
```

(3)
Entry from the OMol25 dataset: C29H31FeN4O3P2S as an isolated structure (wB97M-V/def2-TZVPD).

Properties
Maximum force = 0.744 eV/A
LUMO energy (alpha / beta) = -0.50 / -0.53 eV
Orbital gap (alpha / beta) = 7.70 / 7.67 eV
Energy above the lowest of the compared OMol25 structures with the same formula, charge and spin = 0.000 eV
E_HOMO (alpha / beta) = -8.204 / -8.199 eV

```
! RIJCOSX wB97M-V def2-TZVPD def2/J DEFGRID3
* xyz 0 2
Fe 0.19475 -0.13320 -0.40389
C -1.46786 -0.67662 2.53063
P -0.00892 0.13044 1.81110
C 1.31492 -0.55803 2.85430
C -0.00961 1.90569 2.27858
C 0.85607 2.39506 3.25536
C 0.94715 3.75746 3.49649
C 0.17212 4.64390 2.76640
C -0.71223 4.16530 1.81116
C -0.82262 2.80262 1.56534
P -1.96332 2.01398 0.37920
C -3.53009 2.04556 1.35645
C -2.36891 3.28118 -0.87169
H -1.66346 -0.29763 3.53415
H -1.25881 -1.74680 2.58453
H -2.34038 -0.53071 1.89885
H 1.05778 -0.43385 3.90681
H 2.26709 -0.06904 2.65416
H 1.40852 -1.62167 2.64252
H 1.49031 1.72562 3.81905
H 1.63668 4.12514 4.24530
H 0.25256 5.70887 2.94371
H -1.31932 4.86564 1.25161
H -3.90340 3.06333 1.49074
H -3.37527 1.60486 2.34089
H -4.28443 1.45638 0.83274
H -2.50111 4.27105 -0.43111
H -3.31504 2.99136 -1.33215
H -1.59165 3.32185 -1.63147
S 4.58746 -0.61424 0.04134
C 4.35485 1.10960 0.05620
C 5.32260 2.10649 0.13513
C 4.89547 3.41704 0.16997
C 3.53323 3.72958 0.12878
C 2.56957 2.74697 0.04163
C 2.98797 1.41355 -0.00161
N 2.17723 0.27520 -0.06696
C 2.87576 -0.82939 -0.03139
C 2.16888 -2.09388 0.04296
C 2.81350 -3.32008 0.18976
C 2.05927 -4.46173 0.39133
C 0.67454 -4.35725 0.45157
C 0.04181 -3.12935 0.28617
C 0.77328 -1.96488 0.06671
H 6.37488 1.85917 0.17319
H 5.62543 4.21340 0.23018
H 3.22505 4.76638 0.15462
H 1.52167 2.98456 -0.02037
H 3.89613 -3.37936 0.15933
H 2.54204 -5.42246 0.50923
H 0.07154 -5.24084 0.61965
H -1.03974 -3.10907 0.32848
C -0.15665 0.34839 -4.39509
C 0.87034 0.52656 -3.28983
C 2.29477 0.55445 -3.81509
O 0.74502 -0.56385 -2.34061
C 0.55916 1.81934 -2.51753
O 0.66147 2.88520 -3.10342
O 0.23019 1.67160 -1.28439
H 0.05539 -0.55500 -4.97361
H -0.11899 1.20718 -5.06233
H -1.16068 0.27485 -3.97404
H 2.50596 -0.34628 -4.39430
H 3.00365 0.61258 -2.98651
H 2.42810 1.43111 -4.44686
H 0.34682 -1.33726 -2.75595
N -3.91197 -4.29075 0.14583
C -3.80475 -3.19512 -0.21167
N -3.73801 -1.93323 -0.62402
C -2.57458 -1.41606 -0.74794
N -1.55157 -0.87203 -0.88463
*
```

(4)
Entry from the OMol25 dataset: a 2-piece molecular cluster, C2H8N3O2 overall in a non-equilibrium geometry (wB97M-V/def2-TZVPD).

Properties
Maximum force = 3.894 eV/A
LUMO energy (alpha / beta) = -5.35 / -5.35 eV
Orbital gap (alpha / beta) = 9.04 / 9.04 eV
Energy above the lowest of the compared OMol25 structures with the same formula, charge and spin = 4.541 eV
E_HOMO (alpha / beta) = -14.393 / -14.394 eV

```
! RIJCOSX wB97M-V def2-TZVPD def2/J DEFGRID3
* xyz 1 1
C -1.37090 -0.91945 -0.52407
C 2.54808 0.75610 -0.04760
N -2.43536 -1.69042 -0.40150
N -1.30589 0.33176 0.57516
N -0.18314 0.35940 1.18202
O -0.33866 -0.92148 -1.15058
O 1.19931 1.14814 -0.17595
H 3.13936 1.44989 0.52107
H 3.02629 0.56971 -1.00846
H 2.43309 -0.16433 0.59858
H -3.11595 -1.59970 0.27905
H -2.39550 -2.30861 -1.18445
H -2.07217 1.05204 0.52813
H 0.04209 1.18285 1.80082
H 0.82934 0.75410 -0.99223
*
```